{"formula": "C4H11N3O", "method": "the ωB97M-V functional and the def2-TZVPD basis", "e_tot_ev": -10841.094, "orbital_gap_ev": 8.91, "charge": 0, "smiles": "[H]/N=C(/N)[C@@H](O)[C@@H](C)N", "e_homo_ev": -8.07, "relative_energy_ev": 4.117, "elements": ["C", "C", "C", "O", "H", "H", "H", "H", "H", "H", "C", "N", "N", "N", "H", "H", "H", "H", "H"], "coordinates": [[-0.081, -0.591, -2.080], [0.479, -0.900, 0.464], [0.808, -0.370, -0.883], [-0.417, -1.992, 0.451], [-1.317, -1.621, 0.531], [1.349, -1.151, 1.071], [1.858, -0.546, -1.113], [-0.101, -1.651, -2.354], [0.280, -0.027, -2.945], [-1.102, -0.268, -1.870], [-0.200, 0.500, 1.176], [-1.567, 0.226, 1.427], [0.689, 1.295, -0.520], [0.349, 1.278, 2.069], [-2.116, 1.069, 1.561], [-1.647, -0.342, 2.267], [-0.106, 1.817, -0.881], [1.522, 1.792, -0.205], [1.319, 1.482, 1.834]], "atomic_forces_ev_per_a": [[-0.1, -0.4, 0.1], [-2.1, 1.6, 1.4], [0.8, 4.3, -0.5], [0.2, 0.3, 0.3], [0.3, 0.1, -0.1], [0.0, -0.1, -0.2], [0.0, 0.2, -0.3], [-0.1, 0.1, 0.1], [0.1, -0.1, 0.2], [0.0, -0.1, 0.0], [2.0, -2.1, 3.6], [-1.4, -0.1, -1.1], [0.3, -2.9, -1.8], [-0.4, -0.3, -1.1], [0.3, -0.1, 0.1], [0.1, 0.1, -0.1], [0.8, -0.1, -0.4], [-0.7, -0.2, -0.5], [0.0, -0.3, 0.3]], "nbo_charge": [-0.6328, 0.0032, -0.0111, -0.7277, 0.4907, 0.1900, 0.2045, 0.2330, 0.2246, 0.2130, 0.5003, -0.9253, -0.8679, -0.7674, 0.3870, 0.3964, 0.3912, 0.3880, 0.3104]}

***

{"formula": "C2H4OS3", "method": "the ωB97M-V functional and the def2-TZVPD basis", "e_tot_ev": -36690.553, "orbital_gap_ev": 9.07, "charge": 0, "e_homo_ev": -9.66, "relative_energy_ev": 1.508, "elements": ["C", "C", "O", "S", "S", "S", "H", "H", "H", "H"], "coordinates": [[-0.957, -0.042, -0.775], [0.041, 0.057, 0.295], [-3.784, -0.009, 1.416], [-2.122, -1.424, -0.545], [-2.053, 1.429, -0.547], [-3.627, -0.011, -0.018], [-0.743, 0.023, -1.870], [-0.345, -0.017, 1.227], [0.586, 0.960, 0.378], [0.960, -0.674, 0.099]], "atomic_forces_ev_per_a": [[-1.5, 1.2, -1.2], [4.9, -2.1, -2.7], [-0.4, 0.0, 0.9], [-0.1, 0.1, -0.2], [-1.0, -0.7, -0.1], [0.6, 0.5, -0.7], [0.8, -0.4, 1.2], [-1.5, -1.0, 2.8], [0.3, 1.6, -0.7], [-2.1, 0.9, 0.7]], "nbo_charge": [-0.4471, -0.6452, -0.8976, 0.0222, -0.0124, 1.0556, 0.2520, 0.2334, 0.2297, 0.2093]}

***

{"formula": "C3H7N", "method": "the ωB97M-V functional and the def2-TZVPD basis", "e_tot_ev": -4709.842, "orbital_gap_ev": 7.87, "charge": 0, "e_homo_ev": -7.95, "relative_energy_ev": 4.315, "elements": ["C", "C", "C", "N", "H", "H", "H", "H", "H", "H", "H"], "coordinates": [[1.589, 0.133, 0.269], [0.054, -0.250, -0.080], [-1.828, 0.175, -0.135], [-0.791, 0.994, 0.028], [1.920, -0.200, 1.281], [2.369, -0.265, -0.447], [1.748, 1.299, 0.074], [-0.372, -1.091, 0.541], [0.171, -0.569, -1.084], [-2.269, -0.196, -1.147], [-2.590, -0.030, 0.699]], "atomic_forces_ev_per_a": [[0.5, 1.7, -0.4], [2.7, 0.0, 0.1], [-1.4, 3.2, 0.1], [-2.5, -2.7, 0.5], [-0.5, 0.7, -0.7], [-1.3, -0.3, 0.5], [-0.7, -2.4, 1.0], [1.3, 0.4, -0.3], [-0.4, -0.7, -1.3], [1.6, -0.4, 1.2], [0.6, 0.5, -0.8]], "nbo_charge": [-0.5887, -0.2811, 0.1416, -0.5749, 0.2138, 0.2096, 0.2309, 0.1704, 0.1902, 0.1449, 0.1433]}

***

{"formula": "C31H27BrN3O4RuSTe", "method": "the ωB97M-V functional and the def2-TZVPD basis", "e_tot_ev": -135993.542, "orbital_gap_ev": [7.24, 7.17], "spin_multiplicity": 2, "charge": 0, "s_squared": 0.760, "e_homo_ev": [-7.26, -7.26], "relative_energy_ev": 3.072, "elements": ["Ru", "O", "S", "C", "C", "C", "C", "C", "C", "C", "C", "C", "C", "C", "C", "H", "H", "H", "H", "H", "H", "H", "H", "H", "H", "C", "Te", "C", "C", "C", "C", "C", "C", "C", "H", "H", "H", "H", "H", "H", "H", "H", "Br", "C", "C", "N", "C", "C", "C", "C", "O", "O", "H", "H", "H", "O", "N", "C", "C", "C", "C", "C", "N", "H", "H", "H", "H", "H", "H"], "coordinates": [[-0.048, -0.313, -0.023], [-1.315, 0.186, -2.154], [-0.254, -0.709, -2.714], [-0.219, -0.393, -4.477], [-1.326, 0.178, -5.082], [-1.290, 0.415, -6.447], [-0.159, 0.087, -7.184], [0.947, -0.472, -6.561], [0.924, -0.708, -5.194], [-0.965, -2.350, -2.765], [-0.146, -3.454, -2.920], [-0.710, -4.720, -2.883], [-2.074, -4.864, -2.665], [-2.877, -3.745, -2.493], [-2.324, -2.473, -2.541], [-2.187, 0.440, -4.480], [-2.145, 0.863, -6.937], [-0.137, 0.278, -8.249], [1.832, -0.714, -7.135], [1.787, -1.130, -4.692], [0.922, -3.333, -3.058], [-0.083, -5.594, -3.006], [-2.511, -5.853, -2.619], [-3.938, -3.863, -2.311], [-2.917, -1.582, -2.375], [-2.345, -3.403, 1.451], [-0.428, -2.943, 0.678], [0.117, -4.976, 1.026], [-1.133, -5.615, 1.587], [-1.119, -6.970, 1.913], [-2.245, -7.588, 2.426], [-3.406, -6.850, 2.623], [-3.426, -5.505, 2.304], [-2.297, -4.872, 1.784], [-3.097, -3.181, 0.696], [-2.533, -2.781, 2.322], [0.946, -5.017, 1.728], [0.413, -5.452, 0.092], [-0.211, -7.542, 1.759], [-2.219, -8.642, 2.674], [-4.291, -7.324, 3.026], [-4.328, -4.925, 2.459], [-2.415, 5.898, 4.052], [-1.972, 4.208, 3.320], [-2.376, 3.061, 3.978], [-2.081, 1.851, 3.489], [-1.407, 1.801, 2.388], [-0.950, 2.869, 1.624], [-1.255, 4.124, 2.136], [-0.148, 2.803, 0.319], [0.182, 3.872, -0.166], [0.166, 1.669, -0.216], [-2.940, 3.110, 4.901], [-1.086, 0.570, 1.734], [-0.925, 5.002, 1.598], [-1.618, -0.156, 1.132], [3.008, -0.249, -0.621], [2.841, -0.265, 0.728], [3.957, -0.246, 1.582], [3.763, -0.235, 2.938], [2.463, -0.249, 3.447], [1.423, -0.281, 2.556], [1.599, -0.291, 1.218], [3.930, -0.176, -1.008], [2.230, -0.155, -1.251], [4.949, -0.226, 1.153], [4.615, -0.213, 3.604], [2.262, -0.240, 4.508], [0.395, -0.314, 2.886]], "atomic_forces_ev_per_a": [[0.3, 0.4, -1.0], [-0.1, -0.4, 0.3], [0.1, 0.1, 0.0], [0.0, 0.1, 0.0], [0.0, 0.0, 0.0], [0.0, 0.0, 0.0], [0.0, 0.0, 0.0], [0.0, 0.0, 0.0], [0.0, 0.0, 0.0], [0.0, 0.0, -0.1], [0.0, 0.0, -0.2], [0.0, 0.0, 0.0], [0.0, 0.0, 0.0], [0.0, 0.0, 0.0], [0.0, 0.0, 0.0], [0.0, 0.0, 0.0], [0.0, 0.0, 0.0], [0.0, 0.0, 0.0], [0.0, 0.0, 0.0], [0.0, 0.0, 0.0], [0.0, 0.0, 0.0], [0.0, 0.0, 0.0], [0.0, 0.0, 0.0], [0.0, 0.0, 0.0], [0.0, 0.0, 0.0], [0.0, -0.1, 0.0], [-0.1, 0.2, 0.5], [-0.1, 0.0, -0.3], [0.0, 0.0, 0.0], [0.0, 0.0, 0.0], [0.0, 0.0, 0.0], [0.0, 0.0, 0.0], [0.0, 0.0, 0.0], [0.0, 0.0, 0.0], [0.0, 0.0, 0.0], [0.0, 0.0, 0.0], [0.0, 0.0, 0.0], [0.0, 0.0, 0.0], [0.0, 0.0, 0.0], [0.0, 0.0, 0.0], [0.0, 0.0, 0.0], [0.0, 0.0, 0.0], [0.0, 0.0, 0.0], [0.0, 0.0, 0.0], [0.0, 0.1, 0.0], [0.0, 0.0, 0.0], [0.7, 0.4, -0.2], [0.0, 0.1, 0.0], [0.0, 0.0, 0.0], [0.0, -0.1, 0.1], [0.0, 0.1, 0.0], [0.1, 0.1, 0.0], [0.0, 0.0, 0.0], [-1.6, -0.4, 0.3], [0.0, 0.0, 0.0], [1.1, -0.3, 0.3], [-0.1, -0.3, 0.0], [0.1, 0.3, 0.0], [0.0, 0.0, -0.1], [0.0, 0.0, 0.1], [0.0, 0.0, 0.0], [0.0, -0.1, -0.1], [-0.5, -0.2, 0.3], [0.0, 0.1, 0.0], [0.0, 0.2, 0.0], [0.0, 0.0, 0.0], [0.0, 0.0, 0.0], [0.0, 0.0, 0.0], [0.0, 0.0, 0.0]], "lowdin_spin": [0.0108, 0.0015, 0.0021, 0.0004, 0.0001, 0.0000, 0.0000, 0.0000, 0.0000, -0.0001, 0.0000, 0.0000, 0.0000, 0.0000, -0.0001, 0.0000, 0.0000, 0.0000, 0.0000, 0.0000, 0.0000, 0.0000, 0.0000, 0.0000, 0.0000, 0.0007, 0.0024, 0.0021, 0.0002, 0.0001, 0.0000, 0.0000, 0.0000, 0.0001, 0.0003, 0.0004, 0.0000, 0.0000, 0.0000, 0.0000, 0.0000, 0.0000, 0.0017, -0.0067, 0.0275, 0.1079, 0.4009, 0.0553, 0.0171, 0.0015, -0.0033, -0.0003, -0.0002, 0.0506, 0.0040, 0.3149, -0.0002, 0.0003, 0.0007, 0.0003, 0.0008, 0.0029, 0.0008, 0.0000, 0.0000, 0.0000, 0.0000, 0.0000, 0.0023]}

***

{"formula": "C9H14O", "method": "the ωB97M-V functional and the def2-TZVPD basis", "e_tot_ev": -11598.800, "orbital_gap_ev": [10.21, 6.66], "spin_multiplicity": 2, "charge": 1, "s_squared": 0.766, "e_homo_ev": [-14.14, -14.26], "relative_energy_ev": 0.768, "elements": ["C", "C", "H", "H", "H", "H", "H", "H", "C", "C", "C", "C", "C", "C", "C", "O", "H", "H", "H", "H", "H", "H", "H", "H"], "coordinates": [[-2.544, -1.505, -1.941], [-1.082, -1.595, -2.371], [-3.146, -2.417, -1.947], [-2.672, -1.147, -0.915], [-3.099, -0.842, -2.606], [-0.605, -2.238, -1.629], [-0.914, -1.834, -3.415], [-0.634, -0.606, -2.240], [0.030, 2.384, -0.544], [1.606, -0.489, 2.121], [2.543, 0.205, 1.359], [0.202, -0.215, 2.072], [2.003, 1.165, 0.522], [-0.280, 0.837, 1.361], [0.617, 1.437, 0.432], [2.064, -1.230, 3.121], [3.614, 0.135, 1.467], [1.559, -2.027, 3.333], [-0.389, -0.852, 2.719], [2.682, 1.796, -0.036], [-1.262, 1.169, 1.669], [-0.166, 1.880, -1.492], [0.729, 3.142, -0.917], [-0.854, 2.848, -0.124]], "atomic_forces_ev_per_a": [[-0.9, 0.2, -0.4], [-0.4, 0.5, 1.2], [0.6, -0.3, -0.2], [0.3, 0.2, -0.1], [0.0, 0.2, 0.1], [0.5, -0.3, -0.6], [-0.1, -0.6, 0.1], [0.1, 0.1, 0.0], [0.9, 0.4, -0.3], [-0.1, -0.7, 1.3], [-0.6, 1.8, -1.1], [0.2, -0.5, 0.1], [0.9, -0.5, 0.1], [0.7, -1.0, 0.9], [-0.9, 0.8, 0.2], [0.7, -0.3, -0.9], [0.0, -0.4, 0.2], [-0.5, 0.2, 0.2], [-0.3, 0.4, 0.1], [-0.1, -0.1, -0.2], [-0.3, 0.2, -1.0], [-0.6, -0.4, 0.1], [0.1, 0.1, 0.6], [-0.2, 0.0, -0.3]], "lowdin_spin": [0.0000, 0.0000, 0.0000, 0.0000, 0.0000, 0.0000, 0.0000, 0.0001, 0.0537, 0.2036, 0.0755, 0.0971, 0.0742, 0.0371, 0.2577, 0.1600, 0.0002, 0.0045, 0.0020, 0.0001, -0.0015, 0.0231, 0.0088, 0.0036]}

***

{"formula": "C17H19NO4S", "method": "the ωB97M-V functional and the def2-TZVPD basis", "e_tot_ev": -38453.253, "orbital_gap_ev": 9.51, "charge": 0, "smiles": "O=C(O)CCc1ccc(S(=O)(=O)NCCc2ccccc2)cc1", "e_homo_ev": -9.14, "relative_energy_ev": 0.561, "elements": ["O", "C", "O", "H", "C", "H", "C", "C", "C", "C", "C", "C", "C", "H", "H", "S", "O", "O", "N", "H", "C", "H", "C", "C", "C", "C", "C", "C", "C", "H", "H", "H", "H", "H", "H", "H", "H", "H", "H", "H", "H", "H"], "coordinates": [[-0.546, -2.369, 0.866], [-1.514, -3.055, 0.672], [-2.244, -3.565, 1.668], [-1.884, -3.304, 2.530], [-2.075, -3.418, -0.680], [-1.291, -3.283, -1.424], [-3.268, -2.493, -0.997], [-2.835, -1.064, -0.829], [-3.156, -0.361, 0.327], [-2.620, 0.893, 0.557], [-1.772, 1.446, -0.382], [-1.477, 0.786, -1.559], [-2.015, -0.469, -1.782], [-1.779, -1.001, -2.692], [-0.823, 1.262, -2.271], [-0.864, 2.928, 0.045], [-1.655, 3.750, 0.910], [-0.292, 3.493, -1.138], [0.378, 2.317, 0.975], [0.034, 2.022, 1.877], [1.231, 1.346, 0.326], [0.682, 0.426, 0.074], [2.432, 0.986, 1.204], [3.312, -0.007, 0.497], [2.886, -1.321, 0.329], [3.682, -2.235, -0.338], [4.912, -1.851, -0.844], [5.341, -0.545, -0.683], [4.544, 0.371, -0.019], [4.883, 1.389, 0.103], [6.300, -0.238, -1.077], [5.534, -2.567, -1.361], [3.341, -3.253, -0.461], [1.926, -1.627, 0.718], [2.987, 1.893, 1.440], [2.063, 0.553, 2.137], [1.564, 1.815, -0.602], [-2.840, 1.451, 1.453], [-3.810, -0.810, 1.062], [-4.090, -2.722, -0.318], [-3.595, -2.681, -2.021], [-2.407, -4.456, -0.666]], "atomic_forces_ev_per_a": [[0.2, 0.1, 0.0], [0.5, 0.0, -0.2], [-0.6, -0.4, 0.4], [0.2, 0.1, -0.3], [-0.1, 0.0, 0.1], [0.0, 0.0, 0.1], [0.1, 0.0, 0.0], [-0.2, 0.1, -0.1], [0.0, 0.1, -0.1], [-0.1, 0.0, 0.1], [0.3, 0.6, 0.1], [0.0, 0.0, -0.2], [-0.1, 0.1, 0.1], [0.0, -0.1, -0.1], [0.1, 0.0, -0.1], [0.1, 0.0, 0.5], [-0.1, -0.3, 0.1], [0.1, -0.4, -0.1], [-0.6, 0.6, -0.3], [-0.2, 0.0, 0.2], [0.4, -0.3, -0.3], [0.1, 0.1, 0.0], [-0.2, 0.1, -0.2], [0.0, 0.0, 0.1], [0.0, 0.0, 0.0], [0.0, -0.1, 0.0], [0.1, 0.0, -0.1], [0.1, 0.0, -0.1], [0.0, 0.0, 0.0], [0.0, 0.1, 0.0], [0.1, 0.0, 0.0], [0.0, -0.1, 0.0], [0.0, -0.1, 0.0], [-0.1, 0.0, 0.1], [0.0, 0.0, 0.1], [0.0, 0.0, 0.1], [0.1, -0.2, 0.0], [-0.1, 0.0, 0.1], [-0.1, 0.0, 0.1], [0.0, 0.0, -0.1], [0.0, 0.0, 0.0], [0.1, 0.0, -0.1]], "nbo_charge": [-0.6035, 0.8025, -0.6888, 0.5003, -0.4999, 0.2329, -0.4123, 0.0014, -0.2114, -0.2129, -0.2693, -0.2083, -0.2051, 0.2149, 0.2453, 2.3113, -0.9364, -0.9350, -0.8454, 0.3931, -0.2340, 0.1918, -0.4409, 0.0761, -0.2538, -0.1929, -0.2244, -0.2046, -0.2434, 0.2096, 0.2121, 0.2113, 0.2091, 0.2281, 0.2179, 0.2062, 0.2203, 0.2379, 0.2166, 0.2214, 0.2259, 0.2361]}